ORCA calculation (ωB97M-V/def2-TZVPD) on one molecule with the formula C5H9N3O at a distorted geometry.

Output
Energy: -11848.1840 eV
HOMO energy: -8.19 eV
Frontier orbital gap: 8.52 eV
Energy above the lowest of the compared OMol25 structures with the same formula, charge and spin: 28.2 kcal/mol
Max |F|: 0.04821 Eh/bohr
Structure (SMILES): [H]/N=C(\N)C(=O)CC(=C)N
LUMO: 0.32 eV

Structure (XYZ):
```
18
C5H9N3O | OMol25 | ωB97M-V/def2-TZVPD
H 3.067 0.312 0.909
N 2.250 0.184 0.317
C 1.324 1.030 0.500
N 1.281 2.068 1.368
C 0.029 0.905 -0.301
O -0.829 1.770 -0.208
C 0.005 -0.206 -1.289
C -1.006 -1.107 -0.470
C -0.589 -2.249 0.076
N -2.327 -0.711 -0.549
H 2.084 2.347 1.902
H 0.461 2.656 1.348
H 0.969 -0.697 -1.371
H -0.449 0.107 -2.229
H -1.281 -2.931 0.541
H 0.438 -2.552 0.018
H -2.974 -1.218 0.036
H -2.453 0.292 -0.597
```

These are the Mulliken partial charges, in e, on atoms 1 to 5: 0.213, -0.608, 0.114, -0.373, 0.840

---

ORCA calculation (ωB97M-V/def2-TZVPD) on a 9-piece molecular cluster, C37H77BF2N4O25P2 overall at a distorted geometry.

Output
Energy: -121455.6129 eV
HOMO energy: -8.27 eV
Frontier orbital gap: 7.03 eV
Max |F|: 0.13878 Eh/bohr
LUMO: -1.24 eV

Structure (XYZ):
```
148
C37H77BF2N4O25P2 | OMol25 | ωB97M-V/def2-TZVPD
C -5.437 -2.013 -8.661
C -6.905 -2.158 -8.294
C -6.959 -2.603 -6.776
C -8.401 -3.049 -6.352
N -8.492 -3.568 -4.912
C -10.000 -3.711 -4.538
C -10.217 -2.837 -3.236
C -8.819 -2.816 -2.632
C -7.939 -2.606 -3.880
C -7.872 -4.978 -4.849
H -5.392 -2.024 -9.750
H -4.784 -2.747 -8.189
H -5.027 -1.096 -8.238
H -7.507 -2.777 -8.959
H -7.196 -1.114 -8.413
H -6.498 -1.830 -6.160
H -6.339 -3.481 -6.592
H -8.840 -3.871 -6.917
H -9.039 -2.176 -6.493
H -10.302 -4.715 -4.240
H -10.616 -3.374 -5.372
H -10.880 -3.349 -2.539
H -10.558 -1.802 -3.240
H -8.609 -3.698 -2.027
H -8.702 -1.958 -1.970
H -6.869 -2.787 -3.788
H -8.099 -1.612 -4.299
H -8.180 -5.612 -5.681
H -8.250 -5.387 -3.912
H -6.783 -4.959 -4.816
O 0.998 3.592 0.886
C 0.979 2.361 0.909
O -0.031 1.498 0.592
B 0.370 0.087 0.883
O 1.841 0.169 1.162
C 2.161 1.408 1.267
O 3.195 1.953 1.569
O 0.069 -0.888 -0.209
C -0.602 -1.891 0.293
O -1.024 -2.870 -0.341
C -0.741 -1.719 1.826
O -0.246 -0.518 2.030
O -1.333 -2.449 2.599
C 6.445 0.216 -4.639
C 7.568 -0.738 -4.624
C 7.253 -1.990 -3.720
O 6.970 -1.551 -2.304
C 6.385 -2.559 -1.457
N 7.919 -1.233 -5.953
H 5.731 0.080 -5.452
H 6.844 1.148 -5.039
H 5.900 0.465 -3.728
H 8.426 -0.241 -4.171
H 8.082 -2.694 -3.651
H 6.364 -2.538 -4.033
H 5.419 -2.658 -1.952
H 6.424 -2.182 -0.435
H 6.996 -3.461 -1.469
H 6.973 -1.477 -6.212
H 8.009 -0.347 -6.430
C 16.597 4.623 -1.639
C 15.953 3.918 -0.391
C 14.480 3.289 -0.666
O 13.735 3.033 0.516
C 12.392 2.547 0.177
N 16.872 2.890 0.022
H 15.927 5.405 -1.999
H 16.812 3.900 -2.427
H 17.540 5.044 -1.291
H 15.956 4.629 0.435
H 14.593 2.366 -1.237
H 13.885 3.998 -1.242
H 12.542 1.641 -0.410
H 11.728 3.189 -0.403
H 11.847 2.228 1.065
H 17.119 2.187 -0.660
H 17.802 3.274 0.100
C -8.706 -2.979 6.530
C -8.644 -1.485 6.236
C -7.248 -1.119 5.728
O -6.918 0.236 5.733
C -5.834 0.735 6.597
N -9.620 -1.314 5.174
H -8.611 -3.590 5.633
H -9.707 -3.232 6.881
H -7.871 -3.275 7.165
H -8.829 -0.873 7.119
H -6.962 -1.394 4.713
H -6.423 -1.686 6.159
H -5.926 1.773 6.914
H -4.843 0.712 6.145
H -5.702 0.150 7.508
H -9.439 -0.548 4.541
H -10.513 -1.273 5.644
C -2.360 15.748 -2.846
O -1.668 14.766 -2.106
P -2.154 13.245 -2.279
O -2.233 12.825 -3.684
O -1.213 12.456 -1.325
C 0.138 12.266 -1.661
O -3.617 13.319 -1.474
C -4.648 12.393 -1.856
H -2.441 15.403 -3.876
H -1.765 16.661 -2.884
H -3.383 15.937 -2.521
H 0.447 11.473 -0.980
H 0.659 13.219 -1.559
H 0.274 11.962 -2.699
H -4.835 11.706 -1.030
H -4.610 11.869 -2.811
H -5.604 12.917 -1.887
C 3.262 -8.637 2.210
O 4.448 -9.405 2.431
P 5.213 -8.915 3.752
O 5.151 -7.471 4.096
O 4.664 -9.844 4.981
C 5.221 -9.812 6.254
O 6.748 -9.435 3.636
C 7.057 -10.849 3.484
H 2.607 -9.246 1.587
H 3.545 -7.635 1.887
H 2.664 -8.325 3.067
H 6.020 -9.072 6.211
H 5.625 -10.784 6.538
H 4.555 -9.439 7.033
H 7.881 -11.006 2.788
H 6.110 -11.297 3.182
H 7.253 -11.263 4.473
C -7.488 4.306 1.165
C -6.312 4.061 0.258
O -6.563 4.964 -0.814
C -7.801 5.207 -0.843
O -8.395 5.923 -1.654
O -8.432 4.743 0.222
F -6.356 2.887 -0.241
H -7.286 5.072 1.913
H -7.858 3.425 1.688
H -5.316 4.107 0.698
C 0.713 -3.205 8.835
C 1.999 -3.792 8.217
O 2.183 -4.794 9.080
C 1.804 -4.496 10.301
O 2.049 -5.054 11.335
O 1.007 -3.440 10.196
F 2.883 -2.824 8.328
H -0.145 -3.842 8.623
H 0.594 -2.161 8.543
H 1.893 -4.080 7.171
```

These are the Mulliken partial charges, in e, on atoms 1 to 5: -1.279, -0.437, -0.612, -1.066, 0.270

---

ORCA calculation (ωB97M-V/def2-TZVPD) on one molecule with the formula C5H7NO at a distorted geometry.

Output
Energy: -8835.0963 eV
HOMO energy: -7.87 eV
Frontier orbital gap: 8.93 eV
Energy above the lowest of the compared OMol25 structures with the same formula, charge and spin: 25.5 kcal/mol
Max |F|: 0.02214 Eh/bohr
Structure (SMILES): Cc1cc(N)co1
LUMO: 1.07 eV

Structure (XYZ):
```
14
C5H7NO | OMol25 | ωB97M-V/def2-TZVPD
C -2.282 0.501 0.511
C -0.872 0.053 0.382
C -0.171 -0.207 -0.746
C 1.210 -0.332 -0.353
N 2.326 -0.447 -1.203
C 1.189 -0.283 1.006
O -0.079 -0.016 1.467
H -2.851 -0.085 1.236
H -2.767 0.442 -0.470
H -2.301 1.554 0.814
H -0.702 -0.650 -1.569
H 2.196 0.060 -2.072
H 3.175 -0.106 -0.763
H 1.930 -0.485 1.761
```

These are the Mulliken partial charges, in e, on atoms 1 to 5: -1.084, 0.595, -0.547, 0.510, -0.573

---

ORCA calculation (ωB97M-V/def2-TZVPD) on a 2-piece molecular cluster, C5H11N overall at a distorted geometry.

Output
Energy: -6843.8237 eV
Total charge: +1
HOMO energy (spin up / spin down): -13.50 / -13.49 eV
Frontier orbital gap (spin up / spin down): 9.38 / 5.50 eV
Energy above the lowest of the compared OMol25 structures with the same formula, charge and spin: 50.9 kcal/mol
Max |F|: 0.04325 Eh/bohr
Spin multiplicity: 2
LUMO (spin up / spin down): -4.12 / -7.99 eV

Structure (XYZ):
```
17
C5H11N | OMol25 | ωB97M-V/def2-TZVPD
C 0.396 -2.022 0.516
C 1.131 -0.760 0.851
C 0.874 0.086 1.850
H 1.109 -2.789 0.214
H -0.192 -2.353 1.367
H -0.244 -1.889 -0.363
H 2.073 -0.532 0.350
H 1.414 1.017 1.966
H -0.015 0.043 2.473
C -1.613 1.711 -0.483
C -1.083 0.955 -1.500
N 0.198 0.933 -1.858
H -0.990 2.375 0.106
H -2.655 1.608 -0.217
H -1.788 0.285 -1.985
H 0.800 1.299 -1.118
H 0.584 0.035 -2.170
```

These are the Mulliken partial charges, in e, on atoms 1 to 5: -0.946, -0.018, -0.929, 0.299, 0.340

---

ORCA calculation (ωB97M-V/def2-TZVPD) on one molecule with the formula H7NOP2S at a distorted geometry.

Output
Energy: -33060.8352 eV
HOMO energy: -8.40 eV
Frontier orbital gap: 8.40 eV
Max |F|: 0.07845 Eh/bohr
Structure (SMILES): N=[PH2][PH2](O)S
LUMO: -0.01 eV

Structure (XYZ):
```
12
H7NOP2S | OMol25 | ωB97M-V/def2-TZVPD
N -0.047 0.658 2.367
P -0.855 -0.344 1.385
P 0.051 -0.212 -0.607
O -0.832 1.241 -1.041
S 1.076 -0.188 -2.496
H 0.701 1.193 1.878
H -2.255 -0.008 1.407
H -0.699 -1.688 1.853
H 1.348 -0.215 0.036
H -0.613 -1.475 -0.959
H -0.223 1.826 -1.599
H 2.348 -0.787 -2.225
```

These are the Mulliken partial charges, in e, on atoms 1 to 5: -0.671, 0.179, 0.392, -0.524, -0.443

---

ORCA calculation (ωB97M-V/def2-TZVPD) on C23H19N5O8Se2W as an isolated structure at a distorted geometry.

Output
Energy: -180505.8426 eV
HOMO energy: -7.22 eV
Frontier orbital gap: 5.20 eV
Energy above the lowest of the compared OMol25 structures with the same formula, charge and spin: 56.0 kcal/mol
Max |F|: 0.02135 Eh/bohr
LUMO: -2.01 eV

Structure (XYZ):
```
58
C23H19N5O8Se2W | OMol25 | ωB97M-V/def2-TZVPD
W 1.164 -0.790 -0.895
O -1.272 4.485 -2.725
C -0.684 3.311 -2.449
C -1.382 2.094 -2.558
C -0.695 0.936 -2.293
N 0.576 1.021 -1.898
C 1.216 2.154 -1.700
C 0.638 3.357 -2.011
C 2.501 1.905 -0.970
O 3.322 2.757 -0.772
O 2.586 0.651 -0.537
C -1.058 -0.576 -2.105
O -0.885 -0.777 -0.714
O 0.086 -1.226 -2.568
H -2.195 4.348 -2.972
H -2.426 2.092 -2.835
H 1.155 4.292 -1.854
O 1.712 -5.772 -3.479
C 2.567 -5.491 -2.374
C 2.319 -4.040 -1.932
C 0.810 -3.939 -1.686
O 0.489 -2.951 -0.677
C 3.138 -3.835 -0.659
Se 2.992 -2.145 0.292
C 2.782 -3.146 -3.081
Se 2.847 -1.231 -2.781
H 1.976 -6.601 -3.885
H 3.619 -5.617 -2.648
H 2.346 -6.162 -1.538
H 0.426 -4.889 -1.314
H 0.295 -3.681 -2.609
H -0.469 -2.884 -0.566
H 4.194 -3.973 -0.897
H 2.852 -4.587 0.078
H 2.156 -3.323 -3.951
H 3.808 -3.413 -3.338
O 0.825 -0.703 1.129
N 0.421 0.518 0.914
C 0.041 1.265 1.876
C -0.441 2.586 1.537
N -0.836 3.622 1.242
C 0.037 0.799 3.242
N 0.013 0.430 4.329
C -2.357 -1.156 -2.653
C -3.228 -0.232 -3.458
C -2.866 0.086 -4.766
C -3.595 1.001 -5.502
C -4.713 1.607 -4.931
C -5.106 1.274 -3.638
C -4.365 0.354 -2.913
C -5.471 2.579 -5.692
N -6.072 3.350 -6.296
H -2.067 -2.003 -3.278
H -2.902 -1.550 -1.795
H -1.986 -0.373 -5.204
H -3.304 1.255 -6.512
H -5.984 1.738 -3.208
H -4.660 0.105 -1.900
```

These are the Mulliken partial charges, in e, on atoms 1 to 5: 1.144, -0.564, 0.959, -0.010, -0.306

---

ORCA calculation (ωB97M-V/def2-TZVPD) on a 18-piece molecular cluster, C71H103B2N12O20 overall at a distorted geometry.

Output
Energy: -135485.0498 eV
Total charge: -1
HOMO energy: -6.30 eV
Frontier orbital gap: 6.80 eV
Max |F|: 0.11542 Eh/bohr
LUMO: 0.50 eV

Structure (XYZ):
```
208
C71H103B2N12O20 | OMol25 | ωB97M-V/def2-TZVPD
C 0.327 -1.068 3.181
C -0.631 -1.475 2.115
C -0.186 -1.323 0.683
C -0.071 0.234 0.323
N -0.002 0.583 -1.166
C 1.339 0.215 -1.880
C 2.179 1.501 -1.736
C 1.259 2.590 -1.984
C -0.104 2.128 -1.381
C -1.174 -0.077 -1.926
C -2.588 0.189 -1.367
C -3.722 -0.582 -2.146
H -0.029 -1.436 4.144
H 0.480 0.010 3.121
H 1.315 -1.449 2.921
H -1.593 -1.012 2.334
H -0.852 -2.508 2.382
H -1.046 -1.699 0.129
H 0.663 -1.967 0.454
H 0.887 0.622 0.669
H -0.901 0.813 0.727
H 1.204 -0.011 -2.938
H 1.781 -0.733 -1.573
H 2.888 1.524 -2.563
H 2.636 1.433 -0.748
H 1.048 2.673 -3.050
H 1.547 3.576 -1.620
H -0.886 2.374 -2.099
H -0.398 2.637 -0.464
H -0.901 -1.132 -1.889
H -1.069 0.264 -2.956
H -2.722 1.268 -1.300
H -2.642 -0.137 -0.328
H -3.722 -0.333 -3.208
H -4.702 -0.244 -1.809
H -3.766 -1.646 -1.916
O 6.519 5.658 -0.436
C 5.913 5.173 0.560
O 4.936 5.737 1.164
B 4.632 4.957 2.373
O 5.551 3.830 2.416
C 6.353 3.889 1.314
O 7.300 3.153 1.071
O 3.199 4.571 2.314
C 2.540 5.157 3.249
O 1.301 5.243 3.269
C 3.535 5.927 4.129
O 4.701 5.818 3.587
O 3.286 6.605 5.110
O 5.052 -5.887 1.376
C 6.225 -5.463 1.493
O 7.253 -6.233 1.812
B 8.477 -5.402 1.722
O 8.058 -4.052 1.532
C 6.738 -4.004 1.300
O 6.093 -2.979 1.062
O 9.297 -5.922 0.600
C 10.565 -6.248 1.064
O 11.595 -6.711 0.466
C 10.552 -6.028 2.567
O 9.315 -5.550 2.946
O 11.516 -6.190 3.315
N -1.127 -3.647 12.648
C -0.439 -4.167 11.600
C -0.134 -3.219 10.702
C -0.550 -2.029 11.274
C -1.195 -2.305 12.434
H -1.559 -4.160 13.404
H -0.342 -5.242 11.588
H 0.485 -3.407 9.837
H -0.399 -1.023 10.910
H -1.644 -1.624 13.141
N -3.375 4.187 8.414
C -3.651 2.862 8.307
C -2.517 2.155 7.895
C -1.550 3.152 7.638
C -2.103 4.411 7.883
H -4.034 4.873 8.751
H -4.659 2.585 8.576
H -2.354 1.087 7.888
H -0.572 2.963 7.220
H -1.752 5.428 7.794
N 1.431 1.611 -7.929
C 0.093 1.660 -8.223
C -0.409 0.410 -8.084
C 0.639 -0.427 -7.775
C 1.757 0.351 -7.678
H 1.972 2.456 -8.044
H -0.390 2.574 -8.536
H -1.406 0.102 -8.361
H 0.557 -1.504 -7.758
H 2.795 0.056 -7.702
N 0.318 11.057 -1.731
C 1.454 10.767 -2.390
C 2.030 9.681 -1.810
C 1.178 9.280 -0.709
C 0.123 10.196 -0.677
H -0.279 11.834 -1.974
H 1.755 11.354 -3.246
H 2.926 9.114 -2.014
H 1.290 8.436 -0.045
H -0.768 10.367 -0.090
N 5.205 1.042 6.607
C 4.792 0.787 7.864
C 4.810 -0.578 8.018
C 5.292 -1.145 6.819
C 5.552 -0.095 5.992
H 5.318 1.952 6.185
H 4.456 1.606 8.483
H 4.406 -1.137 8.848
H 5.490 -2.198 6.687
H 6.032 -0.094 5.025
N 3.581 6.697 -9.280
C 4.480 6.046 -8.471
C 4.160 6.343 -7.164
C 3.078 7.235 -7.170
C 2.656 7.378 -8.521
H 3.635 6.636 -10.287
H 5.271 5.456 -8.911
H 4.627 5.879 -6.308
H 2.604 7.644 -6.290
H 1.884 7.946 -9.018
N 7.800 -0.382 -3.230
C 8.187 0.573 -4.116
C 8.132 0.129 -5.340
C 7.743 -1.213 -5.274
C 7.524 -1.476 -3.960
H 7.833 -0.338 -2.221
H 8.392 1.564 -3.741
H 8.242 0.617 -6.297
H 7.581 -1.906 -6.087
H 7.181 -2.381 -3.479
N -10.302 1.517 -4.302
C -10.816 2.373 -5.213
C -11.352 3.452 -4.550
C -11.165 3.289 -3.183
C -10.619 2.070 -3.045
H -9.838 0.632 -4.446
H -10.774 2.137 -6.266
H -11.840 4.267 -5.064
H -11.596 3.888 -2.395
H -10.372 1.548 -2.133
N -4.499 6.470 -3.767
C -3.264 6.764 -4.299
C -3.061 5.937 -5.365
C -4.122 5.033 -5.397
C -5.031 5.424 -4.451
H -4.883 6.881 -2.928
H -2.656 7.557 -3.890
H -2.321 6.041 -6.144
H -4.274 4.280 -6.156
H -5.998 5.032 -4.173
N -4.973 2.142 3.495
C -5.741 1.005 3.445
C -6.487 1.012 2.262
C -6.146 2.241 1.601
C -5.282 3.014 2.428
H -4.377 2.407 4.267
H -5.676 0.276 4.239
H -7.110 0.255 1.809
H -6.454 2.588 0.626
H -4.865 4.009 2.371
N 5.766 -7.799 6.266
C 4.770 -7.058 6.823
C 4.673 -7.396 8.167
C 5.681 -8.272 8.453
C 6.316 -8.549 7.270
H 6.090 -7.756 5.311
H 4.206 -6.410 6.168
H 4.007 -7.009 8.925
H 5.853 -8.669 9.442
H 7.150 -9.179 6.998
C 3.320 -5.304 -5.654
C 3.089 -5.940 -4.240
O 2.243 -5.230 -3.437
H 3.681 -4.290 -5.485
H 2.376 -5.326 -6.200
H 3.954 -5.932 -6.281
H 4.108 -5.876 -3.858
H 2.806 -6.992 -4.278
H 2.266 -5.616 -2.559
C -4.651 -6.751 1.748
C -5.522 -5.597 1.189
O -6.799 -6.123 1.017
H -3.714 -6.433 2.205
H -4.351 -7.278 0.842
H -5.155 -7.273 2.562
H -5.326 -5.169 0.206
H -5.456 -4.799 1.930
H -7.214 -5.439 0.486
C -11.906 -4.107 0.175
C -11.567 -4.545 -1.276
O -10.211 -4.204 -1.442
H -11.426 -4.830 0.835
H -12.966 -4.182 0.415
H -11.601 -3.101 0.465
H -12.246 -4.055 -1.974
H -11.705 -5.621 -1.384
H -10.013 -4.099 -2.376
C -3.053 -6.545 -7.213
C -3.243 -6.000 -5.805
O -4.658 -5.937 -5.575
H -3.756 -7.319 -7.518
H -2.043 -6.928 -7.361
H -3.186 -5.731 -7.925
H -2.815 -5.010 -5.643
H -2.779 -6.721 -5.132
H -4.987 -6.835 -5.660
```

These are the Mulliken partial charges, in e, on atoms 1 to 5: -1.287, -0.787, -0.206, -1.149, 0.427

---

Look up the energy of the third one.
-8835.0963 eV